Entry 1:
Entry from OMol25: 6 unconnected molecules or ions with the total composition C31H57BN4O14P in a non-equilibrium geometry (the ωB97M-V functional and the def2-TZVPD basis).

```
! wB97M-V def2-TZVPD RIJCOSX def2/J DEFGRID3
* xyz 1 1
O -2.29532 0.97351 4.63567
H 0.95696 -7.25228 0.43648
C 0.76091 -6.33252 0.99440
H 5.13453 -0.94170 2.12734
O 4.02014 -2.97309 0.83319
C -3.92858 0.59095 -3.89090
H 4.88493 -4.68569 2.69817
O -0.27430 1.76171 4.18222
C 5.51465 -3.80110 2.56889
C -4.93037 0.24557 -4.98787
H 1.16331 -6.44136 2.00415
H -4.48937 3.17927 -1.44559
H 6.03036 -2.39912 0.97591
H -1.96913 -4.85696 -0.27540
O 0.91858 -5.03535 -1.05954
H 6.54969 -4.07137 2.78893
B -2.07934 2.10500 -1.33304
O 1.86278 2.91244 -1.98415
O -3.56270 -5.64456 -5.05775
C 1.28811 3.33577 5.18435
C -4.70584 -5.03123 -5.41773
C 1.39059 -5.14587 0.29442
H -3.33762 -7.05601 -1.99572
C -3.73342 0.92658 0.06879
H 3.65570 -1.06347 3.11170
N -2.96726 2.20177 -0.14889
H -3.68093 -2.47650 -6.47057
H 1.19513 4.44503 0.14101
C -2.63725 -0.24746 -3.74180
H 5.75108 6.66762 2.19906
H 5.44181 9.11896 2.76269
H 5.39074 5.29384 3.22770
O 3.26817 9.03005 4.55210
H 5.18455 -3.06912 3.30865
C 0.08589 0.53796 -1.13856
C -5.70647 -4.66380 -4.36009
C -1.55334 1.92860 4.57525
O 2.28641 -1.60042 0.70257
N -4.94885 -0.79567 -5.96253
H 0.08408 1.70546 0.76869
C -2.60697 -1.40349 -4.77768
O 3.69468 1.89659 -0.26270
H 3.98302 10.03597 2.31254
H -3.24232 -4.82115 -3.16076
C 3.63457 6.23122 2.40209
H -4.81837 3.16383 0.39551
H -2.01827 -5.91605 -3.76417
C 4.39210 9.03703 2.47547
C 5.39180 -3.26730 1.15691
H 1.40536 2.42778 3.25001
H -1.20408 3.76469 -2.07516
C -3.99470 3.29957 -0.40873
H -1.94381 3.35178 6.10525
C 0.63643 2.83856 3.91072
C 0.88363 1.25827 0.05617
H -1.71291 -3.13294 -0.64474
H 3.80583 0.14182 1.80815
H -4.41941 1.10195 0.98708
H -3.49298 4.32552 -0.27308
H 4.00257 1.74301 -1.19920
H 3.28049 6.72403 1.49269
H -1.46206 4.10996 4.56772
H -1.73364 -2.14194 -4.78678
H -3.54075 -7.86385 -3.56576
C -3.73536 -6.94407 -3.00748
H 1.79653 2.51494 5.69764
H -6.19073 -3.72982 -4.65296
N -1.18475 0.94112 -1.68154
H -5.84990 0.94768 -5.05092
H 1.46134 0.43164 0.63371
O -2.03408 3.25900 -2.23289
H 5.24069 5.13862 1.46335
C 4.04906 -0.87920 2.11022
H -3.05496 3.41465 4.71494
C -1.22257 -4.06436 -0.35238
H -4.82020 -6.83951 -2.94199
H 2.47070 -5.29816 0.22892
O 3.40837 7.05643 3.55453
C 5.08651 5.80914 2.31239
H 1.57843 -1.11050 -1.56654
H 5.71259 -4.03796 0.45165
C -2.01387 3.28750 5.01806
H 3.01008 5.34379 2.53484
H -3.00280 0.09108 0.38023
H 0.14176 3.63609 3.34952
C -0.26841 -1.05134 -2.80044
H -0.78068 -3.88318 0.62495
C 3.62621 8.38700 3.59180
N 0.67970 -0.64209 -1.75910
O -4.94891 -4.84597 -6.59037
C -3.76477 -1.56665 -5.75710
C -1.45799 -0.04406 -2.71818
C -3.09770 -5.75906 -3.70351
O -0.47642 -4.24757 -2.58936
H -0.32406 -6.23231 1.06447
H -6.45695 -5.45301 -4.28866
H -5.26862 -4.48664 -3.37987
H -0.09391 -1.93532 -3.49566
H 2.01811 4.11833 4.96339
H 1.24428 -4.20818 0.83653
C -0.22569 -4.42939 -1.41407
C 3.39947 -1.82725 1.14556
P 2.12379 2.57260 -0.50688
H -4.12464 1.46513 -3.18036
H 4.31389 8.51603 1.52346
H -4.38339 0.64698 -0.83073
H 0.55339 3.73745 5.88437
O 1.92723 3.92006 0.54271
*
```

Summary:
HOMO level	-0.425	Ha
HOMO-LUMO gap	8.0716	eV

***

Entry 2:
Entry from OMol25: a molecular structure, C31H57BeCuF12N3O21S5V in a non-equilibrium geometry (the ωB97M-V functional and the def2-TZVPD basis).

```
! wB97M-V def2-TZVPD RIJCOSX def2/J DEFGRID3
* xyz 0 3
H -3.83748 4.06338 -2.56286
C -1.27985 2.51435 -3.90788
H -2.92969 4.80495 1.73345
H 0.53933 -0.51220 -2.19995
O 0.59483 -1.36799 0.33838
H 4.33954 -3.06888 -0.22145
H -2.16350 1.03805 0.32207
F -0.57419 -1.46581 7.66261
H 0.36485 4.30347 -0.53890
H 1.86937 2.79387 -3.85046
F -1.14580 -7.90360 1.73838
C 3.80115 -2.14247 -0.42144
C -5.04604 3.11571 0.53890
H 0.64331 2.53791 -6.23634
F -6.66186 -2.84768 2.96659
H -4.02082 5.76755 0.00859
H 3.41037 2.09356 -4.30198
H 5.68343 -0.44739 4.07145
F 0.85091 -3.01545 6.92952
O -1.96213 -5.41226 1.66839
O 1.21061 -4.23387 -0.16623
C 3.81438 0.13705 2.84439
F -6.18324 -1.34118 1.60540
H -1.34607 5.03787 -1.64142
H 2.76094 -0.53732 -2.93115
C -4.04144 3.03775 -0.55255
H 4.05497 -2.04815 -1.47727
H -4.32622 1.00696 -0.88466
H -1.87459 0.38756 -2.61940
H 5.41360 1.23786 4.12512
H 5.01606 -2.14367 2.56062
S 0.32916 -4.93601 -1.14779
H 3.39476 -0.72036 -4.54653
F -0.36247 -8.00498 3.74660
H -1.14303 2.80828 -2.86722
H -2.34227 2.68312 -4.08359
C -3.47022 5.51809 -0.89843
H 1.43030 -0.41486 -6.27640
C 2.69495 -0.03916 3.94827
O -1.09110 -0.34512 1.64665
H 4.10008 0.67633 -1.12277
C -0.35359 -7.35605 2.63714
S -0.76093 -1.46344 0.76751
H -1.59976 3.70161 2.29243
C 1.82104 0.58207 -4.32197
O -1.05867 -0.47703 4.75915
O -2.49436 1.77068 0.84685
C -4.04462 4.23861 -1.50717
O -1.78875 -5.42660 4.10825
O -4.13181 -3.09323 4.43540
H 5.12009 1.85830 0.95985
C 0.57356 1.47030 -6.44476
C 5.80943 -0.87345 0.33194
C 4.28003 -0.88492 0.48932
C 3.68183 0.40885 -0.15240
N 3.73040 -1.01837 1.90024
C 2.49206 1.90540 -3.74575
C -1.89371 4.49247 1.60233
C -1.86230 0.24688 -3.70022
H 3.44367 2.32023 2.54801
C -1.94880 5.18489 -0.74520
H -2.87447 0.38937 -4.07878
O -3.05806 1.52052 3.94440
H -6.06916 2.88049 0.24566
S -4.09742 -2.30538 3.19195
H 6.24957 -1.80725 0.68181
O 0.47530 -2.08991 4.01185
H -0.34147 2.78454 -0.96332
F 1.85014 -3.81204 -3.12306
H -5.30941 1.81928 -1.96352
O -1.74465 -1.82648 -0.26735
C 3.37438 1.34930 2.05749
H -5.16711 4.13240 0.91277
N -2.68181 2.89048 -0.04436
F -6.39353 -0.74921 3.66740
O 0.58944 0.43641 -2.33858
H -1.63816 -0.81478 -3.80388
O -3.34832 -1.04460 3.46808
H -3.53131 1.75047 -2.29078
C 4.06707 1.67636 0.74505
H 2.29463 1.27850 1.92625
N 0.47971 0.53504 -3.69434
O -3.68119 -2.99577 1.95774
O 0.16474 -4.80216 2.90940
C -5.97122 -1.71304 2.84449
C 0.35581 -1.77600 6.73596
O 0.00346 -6.29594 -0.76461
C 1.14319 -4.92857 -2.93059
H 6.33118 -0.09301 0.88582
S -0.53454 -1.80526 5.00594
H 2.56286 1.82481 -2.66104
H 2.50913 0.79519 4.62461
C -4.30809 1.87990 -1.53715
Be 1.54500 -2.97717 1.93257
H -0.74131 -0.16966 -5.94472
F 1.23436 -0.80382 6.61397
C -0.26609 3.50487 -0.14873
C -1.70866 3.95668 0.15373
F 0.89862 -7.28760 2.11953
H -5.10217 4.46849 -1.63693
H -1.11024 5.21769 1.82220
F 1.98735 -5.92071 -3.20108
H -1.50723 6.02619 -0.21103
O 4.06844 -2.20843 2.42126
H 3.81968 2.63479 0.28864
H 0.55067 1.29992 -7.52112
H 1.73099 -0.24048 3.48099
H -1.69997 1.28852 -6.08650
H 2.01554 -1.75747 -3.95544
H 5.99610 0.53836 2.66539
S -1.06406 -5.60031 2.85339
F 0.24270 -4.90627 -3.92713
V -1.84784 0.80149 3.25600
H -4.93361 2.47081 1.41042
C 1.68542 0.56678 -5.87714
O -0.91287 -4.13534 -1.22568
Cu -2.34441 -3.71845 0.36326
H 2.60842 0.47563 -0.32975
H 0.16836 2.86550 0.61975
O -0.60821 1.73784 3.35775
O -0.80898 -2.69848 1.54902
C -0.72134 0.90942 -5.79213
H 2.96623 -0.83424 4.64279
H 6.12604 -0.87020 -0.71106
H -0.62432 3.25400 -4.36756
C 5.28474 0.37287 3.47451
H 2.59005 0.75245 -6.45617
O -1.56224 -2.82572 5.08617
H 2.71474 -2.17156 -0.33797
C 2.47883 -0.77082 -3.95779
C -0.74805 1.12452 -4.24637
H -3.63072 6.34376 -1.59169
*
```

Summary:
<S²>	2.007
HOMO level (spin up / spin down)	-0.313 / -0.313	Ha
HOMO-LUMO gap (spin up / spin down)	5.9718 / 3.9018	eV

***

no.,E (hartree)
1,-2853.78103
2,-8747.89194